[1]
C68H170N10O22 | wB97M-V/def2-TZVPD

Each line ends with the Mulliken charge.
Positions of all 270 atoms, in Å:
C -26.16 -30.58 13.28  -0.8134
C -25.68 -29.17 12.94  -0.1951
O -24.58 -28.78 13.71  -0.4886
C -23.37 -29.48 13.40  0.5416
C -22.17 -28.71 13.85  -1.2399
H -25.32 -31.30 13.30  0.0438
H -26.55 -30.63 14.27  0.4418
H -26.90 -30.85 12.51  0.1937
H -25.49 -29.02 11.84  0.0546
H -26.46 -28.45 13.04  0.5348
H -23.39 -30.42 13.88  0.3895
H -23.26 -29.63 12.31  -0.1723
H -22.20 -27.64 13.54  -0.0851
H -21.26 -29.11 13.38  0.0990
H -22.00 -28.80 14.88  0.6854
C -19.25 -24.44 9.73  -0.1029
C -18.76 -25.68 10.45  1.4143
O -19.81 -26.65 10.37  0.3220
C -19.65 -27.83 11.15  -0.2682
C -20.62 -28.92 10.72  1.4556
H -19.40 -24.52 8.61  -0.3049
H -20.22 -24.18 10.15  0.2220
H -18.52 -23.64 9.88  -0.4628
H -17.90 -26.08 9.91  -0.4576
H -18.54 -25.51 11.56  -0.7936
H -18.59 -28.21 11.05  -0.4118
H -19.78 -27.71 12.22  -0.0744
H -20.56 -29.78 11.39  0.2375
H -20.50 -29.18 9.67  0.0816
H -21.65 -28.51 10.80  -1.1769
C -21.95 -17.92 4.39  -0.7749
O -22.94 -18.77 4.82  -0.2011
C -23.68 -19.50 3.83  -0.8612
C -23.11 -20.80 3.47  -0.4805
N -23.33 -21.80 4.48  -0.1722
C -22.62 -23.04 4.26  -1.0443
C -22.52 -23.80 5.56  0.1287
O -22.07 -22.97 6.59  0.0244
C -22.42 -23.34 7.89  -0.5523
H -22.39 -16.98 4.00  0.3253
H -21.23 -18.35 3.69  0.3510
H -21.41 -17.61 5.28  0.2186
H -23.73 -18.84 2.97  0.4851
H -24.65 -19.62 4.27  0.2847
H -22.07 -20.85 3.20  0.4362
H -23.62 -21.06 2.51  0.3238
H -23.07 -21.41 5.39  0.1010
H -21.59 -22.93 3.88  0.3382
H -23.06 -23.65 3.46  0.4675
H -21.81 -24.66 5.36  -0.0259
H -23.49 -24.21 5.86  0.0767
H -23.51 -23.35 8.04  0.2347
H -21.96 -22.66 8.62  0.2070
H -22.05 -24.32 8.04  0.0479
C -12.52 -25.78 1.46  -0.5344
O -13.90 -25.66 1.16  -0.3132
C -14.19 -24.29 0.84  -0.3156
C -15.72 -24.23 0.98  -1.0989
N -16.32 -24.15 2.28  0.0330
C -16.02 -23.10 3.25  -0.5896
C -16.61 -23.40 4.60  0.2052
O -17.97 -23.57 4.51  -0.5558
C -18.54 -23.84 5.80  0.9109
H -12.40 -25.11 2.35  0.1192
H -11.95 -25.63 0.57  0.3812
H -12.39 -26.82 1.78  0.1788
H -13.78 -24.01 -0.16  0.3856
H -13.74 -23.69 1.60  0.3278
H -16.13 -25.08 0.45  0.4392
H -16.16 -23.37 0.37  0.3592
H -16.14 -25.03 2.82  0.0036
H -16.49 -22.17 2.94  0.4475
H -14.92 -23.04 3.37  0.0706
H -16.34 -22.56 5.28  0.2562
H -16.17 -24.30 5.06  -0.3143
H -18.06 -24.76 6.06  -0.3108
H -19.61 -24.00 5.68  -0.2673
H -18.35 -23.03 6.56  0.0095
C -18.67 -27.57 6.77  0.9460
O -17.56 -27.52 6.04  -0.3249
C -17.21 -28.77 5.48  0.5769
C -16.03 -28.60 4.62  -1.3154
N -15.06 -27.73 5.33  0.2566
C -13.87 -27.61 4.55  -0.6443
C -12.87 -26.61 5.11  -0.9506
O -13.53 -25.31 5.27  0.2010
C -12.63 -24.30 5.66  -1.1323
H -18.73 -28.45 7.43  0.0764
H -19.58 -27.61 6.11  0.1173
H -18.65 -26.59 7.34  -0.8958
H -18.05 -29.18 4.88  0.1106
H -17.01 -29.44 6.36  -0.1887
H -16.34 -28.14 3.69  0.4289
H -15.55 -29.56 4.41  0.4496
H -15.47 -26.78 5.41  -0.3662
H -14.07 -27.38 3.48  0.3213
H -13.34 -28.60 4.48  0.3073
H -12.06 -26.51 4.42  0.6744
H -12.46 -26.98 6.08  0.3252
H -11.74 -24.25 5.02  0.3740
H -12.33 -24.28 6.71  0.2750
H -13.13 -23.35 5.52  0.3467
C -23.13 -36.79 9.08  -0.7745
O -21.87 -36.20 9.38  -0.4390
C -21.38 -35.27 8.42  0.3200
C -19.96 -34.87 8.80  -1.0609
N -19.76 -33.40 8.54  0.1915
C -18.37 -32.98 8.82  -1.2961
C -18.17 -31.51 8.60  1.2081
O -16.83 -31.34 8.12  -0.5413
C -15.94 -30.90 9.14  -0.6393
H -23.68 -36.91 10.04  0.2499
H -23.02 -37.79 8.64  0.3186
H -23.68 -36.19 8.37  0.3174
H -21.98 -34.35 8.48  -0.1875
H -21.47 -35.63 7.41  0.5239
H -19.18 -35.39 8.24  0.4203
H -19.77 -35.07 9.87  0.3721
H -20.35 -32.89 9.18  -0.2339
H -17.77 -33.52 8.09  0.4415
H -18.07 -33.36 9.81  0.2760
H -18.42 -30.84 9.46  0.2631
H -18.78 -31.27 7.71  -0.5375
H -15.95 -31.61 9.97  0.3832
H -16.11 -29.89 9.49  0.0373
H -14.96 -31.10 8.75  0.4012
C -15.82 -25.56 8.33  0.6180
O -15.95 -24.47 9.19  0.2116
C -15.04 -24.64 10.28  -0.2184
C -15.37 -23.67 11.44  -0.0767
N -14.54 -24.12 12.56  -0.3409
C -14.86 -23.20 13.72  -0.5422
C -14.01 -23.65 14.95  -0.6930
O -14.58 -24.89 15.30  -0.1235
C -14.00 -25.47 16.47  -0.9064
H -14.81 -25.66 7.90  0.2714
H -16.38 -25.41 7.44  -0.7307
H -16.15 -26.52 8.76  -0.1942
H -14.03 -24.57 9.90  0.4663
H -15.13 -25.67 10.57  -0.5353
H -16.49 -23.73 11.55  -0.0175
H -15.14 -22.66 11.28  0.4749
H -14.85 -25.06 12.89  0.0540
H -15.92 -23.21 13.95  0.2290
H -14.60 -22.20 13.36  0.4265
H -14.23 -22.98 15.77  0.4202
H -12.94 -23.63 14.61  0.3649
H -12.92 -25.60 16.34  0.3419
H -14.46 -26.47 16.66  0.2551
H -14.08 -24.86 17.37  0.3174
C -15.36 -19.61 10.21  -0.5386
O -16.53 -19.54 9.51  -0.4404
C -17.24 -20.73 9.59  -0.5718
C -18.56 -20.71 8.89  0.1610
N -18.41 -20.26 7.52  -0.2117
C -19.67 -20.36 6.75  -0.4047
C -20.88 -19.77 7.24  -0.0429
O -20.71 -18.33 7.32  -0.5259
C -21.87 -17.61 7.80  -0.7059
H -15.62 -19.76 11.29  0.2361
H -14.77 -18.72 10.05  0.3185
H -14.74 -20.52 9.82  0.1533
H -17.30 -21.02 10.62  0.5162
H -16.59 -21.55 9.14  -0.0437
H -19.20 -19.99 9.46  0.2919
H -19.04 -21.69 8.92  0.1134
H -18.05 -19.33 7.39  0.4072
H -19.91 -21.42 6.63  -0.4040
H -19.37 -19.85 5.82  0.3991
H -21.14 -20.07 8.29  0.2285
H -21.76 -20.05 6.63  0.5486
H -22.73 -17.59 7.07  0.1962
H -21.54 -16.58 8.06  0.2462
H -22.28 -18.04 8.68  0.3494
C -20.18 -25.19 14.30  -0.4441
O -19.17 -26.15 14.12  -0.1824
C -17.85 -25.80 14.53  -0.5918
C -16.84 -26.97 14.42  -1.0893
N -16.06 -26.99 13.18  1.2813
C -15.13 -28.10 13.11  -1.0522
C -14.19 -28.09 11.83  -0.7634
O -14.96 -28.27 10.65  0.1253
C -14.08 -28.18 9.55  -0.9727
H -20.23 -24.93 15.40  0.3765
H -21.05 -25.73 13.91  -0.0179
H -20.00 -24.23 13.77  0.2018
H -17.76 -25.44 15.55  0.5199
H -17.44 -25.03 13.85  0.0847
H -17.40 -27.93 14.56  0.5902
H -16.21 -27.02 15.31  0.4087
H -16.71 -27.21 12.43  -0.8238
H -15.68 -29.06 13.07  0.3743
H -14.47 -28.05 13.98  0.4530
H -13.43 -28.87 11.85  0.4820
H -13.58 -27.20 11.72  0.3577
H -14.74 -28.26 8.68  0.0319
H -13.29 -28.96 9.49  0.4047
H -13.60 -27.20 9.56  0.4125
C -22.96 -33.81 2.45  -0.6614
O -22.30 -34.40 3.57  -0.3977
C -22.50 -33.57 4.71  -0.2630
C -21.43 -32.48 4.94  -0.5330
N -21.62 -31.82 6.27  0.2233
C -21.19 -30.46 6.35  0.7473
C -22.33 -29.43 5.99  -0.5984
O -22.44 -29.27 4.62  -0.3341
C -23.40 -28.33 4.23  -0.5031
H -24.04 -33.67 2.61  0.2690
H -22.86 -34.58 1.67  0.2759
H -22.44 -32.88 2.21  0.2919
H -22.59 -34.20 5.59  0.0398
H -23.46 -33.08 4.65  0.3338
H -21.50 -31.72 4.17  0.3902
H -20.37 -32.86 4.91  0.1976
H -21.18 -32.34 7.01  -0.1831
H -20.35 -30.21 5.68  0.0334
H -20.89 -30.23 7.39  -0.5296
H -22.13 -28.45 6.44  0.1224
H -23.30 -29.75 6.41  0.4422
H -23.19 -27.40 4.72  0.0732
H -24.37 -28.83 4.37  0.3136
H -23.26 -28.31 3.10  0.2404
C -20.41 -32.43 13.14  -1.0458
O -20.82 -32.22 11.79  0.1072
C -22.18 -32.69 11.68  -1.1371
C -22.89 -31.98 10.51  0.5338
N -24.35 -32.23 10.76  0.4242
C -24.86 -33.50 10.35  -0.2237
C -26.22 -33.71 10.83  -1.0445
O -27.05 -32.65 10.41  -0.3115
C -28.38 -32.92 10.71  -0.8600
H -20.36 -33.50 13.30  0.4086
H -21.15 -32.10 13.85  0.2985
H -19.45 -31.98 13.27  0.2609
H -22.68 -32.46 12.61  0.7798
H -22.20 -33.76 11.49  0.4042
H -22.59 -32.30 9.49  -0.3033
H -22.67 -30.89 10.54  -0.7916
H -24.91 -31.47 10.39  0.3175
H -24.25 -34.32 10.73  0.1606
H -24.95 -33.68 9.25  0.1181
H -26.25 -33.85 11.93  0.2963
H -26.55 -34.65 10.40  0.6340
H -28.55 -32.90 11.76  0.3471
H -28.65 -33.89 10.24  0.3291
H -28.99 -32.13 10.28  0.2569
C -23.09 -23.37 11.95  -0.8432
O -23.26 -24.22 10.80  -0.1448
C -23.41 -25.62 11.14  -0.0503
C -23.54 -26.37 9.85  0.2491
N -24.75 -26.02 9.17  -0.3660
C -24.81 -26.50 7.79  0.6760
C -26.08 -26.03 7.15  -1.2182
O -25.86 -24.65 6.87  -0.1220
C -27.04 -23.99 6.52  -0.9214
H -22.23 -23.66 12.51  0.1401
H -23.95 -23.35 12.62  0.3649
H -22.94 -22.34 11.61  0.3169
H -24.25 -25.85 11.82  0.5485
H -22.48 -25.98 11.64  -0.2816
H -23.45 -27.44 10.02  0.1223
H -22.69 -26.09 9.20  -0.4273
H -24.81 -24.98 9.22  0.3726
H -24.85 -27.59 7.74  0.2644
H -23.88 -26.14 7.24  -0.3867
H -26.92 -26.17 7.85  0.4201
H -26.35 -26.56 6.21  0.5062
H -26.84 -22.98 6.26  0.2451
H -27.83 -24.07 7.28  0.3168
H -27.48 -24.47 5.62  0.3341

For the LUMO energy, the calculation gives 0.019 Ha.

=====

[2]
C82H95N7O2S3Sr | wB97M-V/def2-TZVPD

Each line ends with the Mulliken charge.
Positions of all 190 atoms, in Å:
Sr -0.41 -0.16 0.13  1.6136
N -0.66 1.12 2.33  1.3011
C -1.17 0.80 3.67  -0.5999
C -2.51 0.08 3.62  -0.8484
C -2.41 -1.32 3.03  -0.5904
N -2.19 -1.26 1.57  1.6858
H 0.23 1.60 2.43  -0.1318
H -1.28 1.81 1.91  -0.6222
H -1.29 1.72 4.27  0.4854
H -0.44 0.18 4.18  0.1480
H -3.22 0.67 3.03  -0.1803
H -2.91 0.01 4.63  0.7518
H -3.34 -1.86 3.26  0.4672
H -1.58 -1.85 3.48  0.0016
H -2.89 -0.65 1.16  -0.3457
H -2.35 -2.18 1.17  -1.1708
C 7.40 -1.05 -0.48  -1.7636
C 6.23 -0.11 -0.15  2.5234
C 6.65 0.87 0.95  -1.5469
C 5.74 0.68 -1.35  1.0936
C 6.63 1.02 -2.36  -0.9868
C 6.24 1.81 -3.42  -1.5910
C 4.95 2.30 -3.45  -0.2650
C 4.02 2.00 -2.46  1.1466
C 2.68 2.68 -2.53  2.2023
C 2.87 4.16 -2.19  -1.4776
C 2.03 2.54 -3.91  -1.6748
C 4.41 1.16 -1.39  -1.5647
N 3.54 0.68 -0.38  2.0491
C 3.21 1.44 0.61  -1.7079
C 2.64 1.06 1.88  0.9130
C 2.65 2.11 2.83  -0.7091
C 2.37 1.94 4.16  -1.1399
C 2.08 0.64 4.61  -0.2662
C 2.04 -0.41 3.73  -1.3171
C 2.26 -0.27 2.32  0.6180
N 2.15 -1.34 1.50  1.1830
C 2.49 -2.57 2.08  -1.1984
C 1.63 -3.69 2.08  0.4621
C 1.99 -4.85 2.76  -0.0254
C 3.19 -4.95 3.44  -1.6079
C 4.09 -3.91 3.35  -0.4913
C 3.78 -2.74 2.66  0.3522
C 4.91 -1.73 2.47  2.5443
C 5.44 -1.16 3.79  -1.5844
C 6.06 -2.42 1.72  -1.2724
C 0.31 -3.71 1.33  4.6441
C -0.86 -4.13 2.22  -1.7762
C 0.41 -4.71 0.17  -2.8495
H 7.44 -1.87 0.23  0.3002
H 8.34 -0.51 -0.41  0.5175
H 7.33 -1.46 -1.49  0.5225
H 5.38 -0.68 0.26  -2.3343
H 7.44 1.53 0.58  0.3948
H 7.04 0.33 1.82  0.4568
H 5.81 1.49 1.28  0.2006
H 7.66 0.69 -2.30  0.4796
H 6.94 2.08 -4.19  0.4262
H 4.66 2.95 -4.26  0.3973
H 2.00 2.26 -1.78  -1.1523
H 3.69 4.59 -2.76  0.3746
H 3.09 4.28 -1.13  0.3406
H 1.97 4.73 -2.41  0.4072
H 2.55 3.13 -4.66  0.4527
H 1.00 2.90 -3.88  0.3126
H 2.02 1.50 -4.26  0.3291
H 3.51 2.49 0.58  0.0768
H 2.93 3.11 2.49  0.4280
H 2.41 2.76 4.85  0.4299
H 1.87 0.47 5.66  0.4330
H 1.78 -1.40 4.10  0.2158
H 1.31 -5.69 2.78  0.4560
H 3.43 -5.84 4.01  0.4565
H 5.06 -4.00 3.83  0.4309
H 4.54 -0.90 1.86  -1.4949
H 5.80 -1.95 4.44  0.3756
H 4.66 -0.61 4.31  0.1858
H 6.27 -0.47 3.59  0.4170
H 6.48 -3.22 2.32  0.5121
H 6.86 -1.70 1.52  0.3097
H 5.72 -2.86 0.78  0.3319
H 0.12 -2.71 0.95  -2.0125
H -0.82 -5.20 2.45  0.6383
H -1.81 -3.95 1.72  -0.3062
H -0.85 -3.59 3.17  0.2553
H -0.56 -4.85 -0.32  0.7128
H 0.73 -5.69 0.54  0.6096
H 1.14 -4.40 -0.58  -0.0583
C -2.46 9.07 -2.28  -1.5629
C -2.19 7.65 -1.87  1.0654
C -1.88 7.32 -0.55  -1.0455
C -1.63 6.01 -0.18  -0.6007
C -1.70 5.01 -1.14  -0.0159
C -1.98 5.32 -2.46  -0.4356
C -2.23 6.63 -2.82  -0.7475
S -1.51 3.26 -0.76  1.6716
O -0.45 3.05 0.27  -0.7315
C -3.05 3.13 0.16  1.0683
C -3.07 3.29 1.56  -0.7940
C -4.21 3.01 2.25  -0.8866
C -5.35 2.49 1.59  0.9295
C -6.50 2.08 2.31  -0.9863
C -7.58 1.58 1.65  -0.7540
C -7.58 1.47 0.25  -0.9053
C -6.48 1.85 -0.48  -1.0374
C -5.34 2.37 0.18  0.9013
C -4.17 2.73 -0.53  -0.5466
C -4.11 2.79 -2.02  -0.2691
C -4.86 3.83 -2.67  1.4561
C -5.65 4.75 -1.94  -1.1182
C -6.31 5.76 -2.58  -0.9706
C -6.23 5.90 -3.98  -0.7441
C -5.48 5.02 -4.71  -1.0648
C -4.77 3.98 -4.08  0.7594
C -3.94 3.11 -4.81  -1.3906
C -3.20 2.16 -4.18  -1.6335
C -3.29 2.00 -2.78  1.3242
S -2.14 0.75 -2.13  1.2215
O -2.49 0.44 -0.70  -0.5792
C -2.89 -0.49 -3.19  0.2570
C -2.10 -1.04 -4.19  -0.2202
C -2.65 -1.92 -5.11  -0.7260
C -4.01 -2.24 -5.04  0.9339
C -4.62 -3.18 -6.05  -1.8614
C -4.79 -1.68 -4.03  -1.0468
C -4.23 -0.81 -3.11  -0.4936
H -2.42 9.74 -1.42  0.3716
H -3.44 9.16 -2.75  0.3449
H -1.71 9.39 -3.00  0.3479
H -1.83 8.11 0.19  0.3807
H -1.38 5.77 0.84  0.4441
H -2.00 4.54 -3.21  0.5290
H -2.46 6.88 -3.86  0.4595
H -2.19 3.67 2.05  0.6086
H -4.26 3.19 3.32  0.3620
H -6.49 2.16 3.39  0.5052
H -8.46 1.26 2.21  0.4404
H -8.45 1.08 -0.25  0.4866
H -6.48 1.75 -1.55  0.5358
H -5.72 4.66 -0.87  0.5546
H -6.90 6.46 -2.01  0.4871
H -6.77 6.70 -4.47  0.4527
H -5.42 5.11 -5.79  0.4913
H -3.87 3.23 -5.89  0.4779
H -2.54 1.51 -4.74  0.4917
H -1.05 -0.76 -4.25  0.4956
H -2.04 -2.35 -5.89  0.3830
H -3.84 -3.71 -6.59  0.3982
H -5.22 -2.61 -6.76  0.3866
H -5.27 -3.90 -5.56  0.4013
H -5.84 -1.92 -3.97  0.4633
H -4.85 -0.36 -2.33  0.5461
N 4.90 -2.25 -1.82  0.6334
C 3.63 -1.79 -2.46  -0.8954
C 2.48 -1.89 -1.46  0.2625
N 1.34 -1.05 -1.82  0.9935
H 5.66 -2.31 -2.50  0.6014
H 4.77 -3.16 -1.37  0.5383
H 5.17 -1.56 -1.10  -1.2310
H 3.44 -2.38 -3.36  0.5409
H 3.77 -0.74 -2.75  0.2906
H 2.81 -1.54 -0.47  -0.3392
H 2.14 -2.92 -1.36  0.1175
H 0.82 -1.43 -2.60  -0.3558
H 1.70 -0.13 -2.07  -0.1007
N -1.19 -2.63 -1.39  2.1752
S -2.34 -3.45 -2.09  0.6845
C -3.10 -4.49 -0.81  0.8043
C -2.81 -5.82 -0.55  -0.3701
C -3.40 -6.44 0.54  -0.7522
C -4.27 -5.74 1.36  -0.7792
C -4.58 -4.41 1.08  -0.4052
C -4.00 -3.79 -0.01  -0.9919
C -1.57 -4.74 -3.10  0.3898
C -2.37 -5.68 -3.74  -0.3745
C -1.78 -6.57 -4.63  -0.9861
C -0.41 -6.52 -4.87  -0.6094
C 0.37 -5.57 -4.22  -0.7349
C -0.21 -4.67 -3.34  -0.2593
H -0.56 -3.26 -0.90  -2.1279
H -2.14 -6.38 -1.19  0.3571
H -3.17 -7.47 0.77  0.4448
H -4.73 -6.23 2.21  0.4202
H -5.28 -3.88 1.71  0.4787
H -4.23 -2.76 -0.27  0.3592
H -3.43 -5.72 -3.55  0.6271
H -2.39 -7.31 -5.13  0.4676
H 0.04 -7.20 -5.57  0.4398
H 1.44 -5.53 -4.40  0.4600
H 0.37 -3.91 -2.84  0.2516

For the LUMO energy, the calculation gives -0.144 Ha. Its total charge is +2.

=====

Looking at highest occupied orbital energy for the records above, in order, we have -8.1; -10.2 eV.